Formula: C32H50FN2O13PS2Si2
Source: OMol25
Level of theory: wB97M-V/def2-TZVPD

XYZ file:
```
103
C32H50FN2O13PS2Si2, DFT wB97M-V/def2-TZVPD
C -0.4325 -1.2854 -3.2104
C 0.6218 -1.5614 -1.9936
O 1.9259 -1.2945 -2.2941
N 0.3704 -2.0696 -0.6118
C 0.8529 -3.5356 -0.6466
C 2.3598 -4.0302 -0.2318
O -0.0031 -4.4975 -1.0907
Si -1.2472 -1.8895 0.0536
C -2.7052 -2.5514 -1.0916
C -3.7994 -1.3771 -1.4658
C -4.3827 -1.7512 -2.9799
C -5.7755 -2.6225 -2.9502
O -6.9666 -1.7947 -3.2375
C -7.1260 -0.7890 -2.1537
O -7.5771 -1.1399 -0.9225
C -1.3394 -3.1313 1.5801
C -0.5881 -2.5878 2.9224
C 1.0679 -2.5678 2.8276
O -1.1485 -1.3086 3.4660
C -2.4006 -1.5523 4.1976
C -3.3697 -0.1933 4.2972
C -3.6269 0.6216 5.7301
C -4.5735 2.0007 5.7431
C -5.2919 2.6263 4.3920
C -5.0780 1.7958 2.9877
C -4.1494 0.4450 2.9799
O -1.7718 -0.3624 0.6589
Si -0.7179 0.9887 0.4257
F -1.5348 2.3779 1.2462
C -0.4958 1.5914 -1.4012
C -1.7360 2.0037 -2.4237
C -1.5853 2.5591 -3.9455
N -0.2321 2.7411 -4.5430
C 0.9201 2.3603 -3.6783
C 0.9859 1.8083 -2.1476
P 1.2601 0.8796 1.3824
O 2.3008 -0.0752 0.6748
O 1.1630 0.6342 3.1400
O 1.9481 2.5119 1.2223
H 0.0679 -0.7441 -4.1443
H -0.7872 -2.3509 -3.6165
H -1.4151 -0.7219 -2.9101
H 2.3172 -4.9774 0.4872
H 2.9508 -4.3923 -1.1973
H 2.9661 -3.1525 0.2574
H -3.3254 -3.4142 -0.5595
H -2.2413 -3.0709 -2.0615
H -3.3721 -0.2898 -1.4070
H -4.7196 -1.5460 -0.7241
H -3.5995 -2.3677 -3.6148
H -4.5526 -0.7211 -3.5251
H -5.6919 -3.4192 -3.8353
H -5.8891 -3.2185 -1.9489
H -6.8217 0.3524 -2.2724
H -1.0310 -4.2220 1.2910
H -2.5062 -3.1820 1.8288
H -0.8259 -3.3876 3.7779
H 1.5049 -1.8912 3.7028
H 1.4820 -2.2961 1.7692
H 1.4191 -3.6755 3.0998
H -2.1175 -1.7982 5.3256
H -3.0319 -2.4606 3.8170
H -3.1689 0.2705 6.7541
H -4.7706 2.6013 6.7526
H -5.9362 3.6033 4.3565
H -5.5449 2.1405 1.9454
H -4.0190 -0.1190 1.9625
H -2.8411 1.9127 -1.9932
H -2.5739 2.8478 -4.5428
H 1.9910 2.4797 -4.1977
H 2.0024 1.5587 -1.5809
H 0.5748 1.4004 3.4743
H 2.9469 2.4201 1.0526
C 2.4248 7.8730 1.6622
C 1.5742 6.6828 1.2211
C 1.8884 5.5208 2.1620
S 2.3853 6.2544 3.7133
O 3.7784 5.9374 3.9474
O 1.3575 6.0125 4.7061
C 2.2749 7.9493 3.1743
H 2.1057 8.8013 1.1793
H 3.4740 7.6960 1.3971
H 0.5120 6.9445 1.3001
H 1.7684 6.4106 0.1790
H 1.0133 4.8864 2.3240
H 2.7215 4.9184 1.7897
H 3.0532 8.5454 3.6536
H 1.2861 8.3255 3.4535
C 6.5049 -2.3712 -4.0817
C 5.6543 -3.5614 -4.5227
C 5.9685 -4.7233 -3.5818
S 6.4655 -3.9898 -2.0305
O 7.8586 -4.3068 -1.7964
O 5.4376 -4.2316 -1.0377
C 6.3550 -2.2948 -2.5695
H 6.1859 -1.4429 -4.5645
H 7.5541 -2.5482 -4.3467
H 4.5921 -3.2997 -4.4437
H 5.8486 -3.8336 -5.5648
H 5.0934 -5.3577 -3.4198
H 6.8017 -5.3257 -3.9541
H 7.1334 -1.6987 -2.0902
H 5.3663 -1.9187 -2.2903
```

Values from the calculation:
Total energy ... -113006.59508 eV
Molecular weight ... 841.03 g/mol
HOMO-LUMO gap ... 6.903 eV

=====

Formula: C16H21NO
Source: OMol25
Level of theory: wB97M-V/def2-TZVPD

XYZ file:
```
39
C16H21NO, DFT wB97M-V/def2-TZVPD
O -2.4981 -3.2876 0.3241
C -2.1421 -2.1290 0.2962
N -1.0586 -1.6931 -0.3703
H -0.7956 -0.7202 -0.3056
C -0.1237 -2.5531 -1.0533
H -0.5014 -3.5739 -0.9649
H -0.0888 -2.2847 -2.1146
C 1.2699 -2.4473 -0.4263
C 1.7811 -1.0332 -0.2839
C 1.4559 -0.0409 -1.1025
C 1.9207 1.3748 -0.9435
C 2.5074 1.6228 0.4420
C 3.4644 0.4914 0.7958
C 2.6896 -0.8184 0.8969
H 2.0839 -0.8186 1.8098
H 3.3835 -1.6598 0.9734
H 4.2242 0.4064 0.0163
H 3.9712 0.6976 1.7404
H 1.7017 1.6533 1.1784
H 3.0234 2.5844 0.4644
H 2.6745 1.5883 -1.7092
H 1.0795 2.0501 -1.1249
H 0.8285 -0.2176 -1.9655
H 1.2385 -2.9009 0.5675
H 1.9715 -3.0311 -1.0290
C -2.9055 -1.0252 1.0420
C -2.5981 0.3558 0.5532
C -3.2407 0.8608 -0.5726
C -2.9276 2.1166 -1.0599
C -1.9663 2.8883 -0.4285
C -1.3222 2.3980 0.6945
C -1.6334 1.1397 1.1791
H -1.1271 0.7611 2.0564
H -0.5770 2.9992 1.1950
H -1.7232 3.8698 -0.8077
H -3.4359 2.4960 -1.9342
H -3.9908 0.2606 -1.0670
H -2.6449 -1.1288 2.0984
H -3.9682 -1.2513 0.9398
```

Values from the calculation:
Total energy ... -20471.15570 eV
SMILES string ... O=C(Cc1ccccc1)NCCC1=CCCCC1
Relative energy (zero: lowest compared OMol25 entry of this formula, charge and spin) ... 0.5106 eV
Molecular weight ... 243.35 g/mol
HOMO-LUMO gap ... 9.885 eV

=====

Formula: C38H50IN9O3SSbY
Source: OMol25
Level of theory: wB97M-V/def2-TZVPD

XYZ file:
```
104
C38H50IN9O3SSbY, DFT wB97M-V/def2-TZVPD
Y -0.0959 0.3904 -0.8690
N -1.0226 -4.1260 -0.0136
C -1.0433 -2.8435 -0.3434
N -0.0580 -2.0031 -0.1552
C 1.0689 -2.4519 0.5266
N 2.0318 -1.6646 0.8839
N 1.8409 -0.3614 0.4740
C 2.8566 0.3978 0.6391
C 2.7915 1.7815 0.1791
C 3.8756 2.6329 0.3151
C 3.7604 3.9390 -0.1439
C 2.5597 4.3460 -0.6969
C 1.5233 3.4283 -0.7888
N 1.6298 2.1638 -0.3811
C 1.1780 -3.8713 0.8592
C 2.3247 -4.4208 1.4420
C 2.3773 -5.7683 1.7222
C 1.2880 -6.5921 1.4263
C 0.1478 -6.0705 0.8513
C 0.1052 -4.7087 0.5722
H -1.8409 -4.6897 -0.1894
H -1.9509 -2.4942 -0.8146
H 3.7633 0.0061 1.0937
H 4.7888 2.2756 0.7711
H 4.5930 4.6246 -0.0642
H 2.4184 5.3522 -1.0655
H 0.5685 3.7158 -1.2083
H 3.1579 -3.7686 1.6610
H 3.2641 -6.1928 2.1716
H 1.3357 -7.6496 1.6476
H -0.6986 -6.7048 0.6194
C -1.0111 4.1893 -3.5957
C 0.3549 3.6178 -3.8257
N 1.2534 4.3513 -4.4455
C 2.4819 3.8598 -4.6754
C 2.8641 2.5880 -4.3156
C 4.2454 2.0758 -4.6386
O 5.0619 3.1593 -5.0158
C 1.9281 1.7916 -3.6184
C 2.2330 0.4058 -3.3300
N 1.6142 -0.3514 -2.4910
C 1.9549 -1.7355 -2.5336
C 3.1865 -2.2046 -2.0956
C 3.4566 -3.5653 -2.1053
C 2.5022 -4.4648 -2.5554
C 1.2699 -4.0077 -3.0087
C 1.0066 -2.6481 -2.9897
I -0.8409 -1.9190 -3.6479
C 0.6604 2.3232 -3.3363
O -0.2328 1.6897 -2.6036
H -1.0622 5.1838 -4.0301
H -1.2478 4.2536 -2.5286
H -1.7772 3.5606 -4.0555
H 3.1772 4.5174 -5.1757
H 4.1748 1.3356 -5.4467
H 4.6671 1.5668 -3.7613
H 5.8486 2.8297 -5.4604
H 3.0188 -0.0507 -3.9348
H 3.9216 -1.4960 -1.7330
H 4.4178 -3.9224 -1.7610
H 2.7155 -5.5250 -2.5692
H 0.5315 -4.7022 -3.3857
C -2.0194 -1.0054 5.3074
N -2.0086 -1.4498 3.9144
C -0.6924 -1.7729 3.3961
C -3.0494 -1.2317 3.0761
S -2.8119 -0.9684 1.4122
N -4.2836 -1.2295 3.6094
C -4.6450 -2.0923 4.7356
C -5.4230 -0.7274 2.8517
H -1.1222 -0.4104 5.4873
H -2.0198 -1.8423 6.0067
H -2.8866 -0.3797 5.4978
H -0.1216 -2.2625 4.1844
H -0.1521 -0.8764 3.0715
H -0.7848 -2.4464 2.5503
H -3.8346 -2.7789 4.9610
H -5.5173 -2.6788 4.4467
H -4.8952 -1.5189 5.6283
H -5.1473 0.1727 2.3107
H -6.2175 -0.4920 3.5573
H -5.7829 -1.4701 2.1366
C -1.2619 4.4389 1.2674
Sb -0.8651 2.3894 1.7190
C 0.7950 2.7175 3.0183
C -2.3764 2.1479 3.1929
H -1.4038 4.9824 2.2000
H -2.1646 4.5219 0.6642
H -0.4294 4.8817 0.7240
H 0.4959 3.3642 3.8414
H 1.5938 3.2048 2.4587
H 1.1653 1.7739 3.4169
H -2.4114 3.0338 3.8249
H -2.1495 1.2736 3.7990
H -3.3393 2.0011 2.7071
C -4.7411 1.0410 -1.8387
C -3.6124 1.4844 -0.9413
O -2.3439 0.9460 -1.3975
H -5.6824 1.4598 -1.4823
H -4.8272 -0.0455 -1.8395
H -4.5918 1.3839 -2.8638
H -3.7361 1.1101 0.0718
H -3.5243 2.5734 -0.9121
H -2.0882 1.3984 -2.2238
```

Values from the calculation:
Total energy ... -86279.81612 eV
Relative energy (zero: lowest compared OMol25 entry of this formula, charge and spin) ... 0.1683 eV
Molecular weight ... 1050.51 g/mol
Charge ... +2
HOMO-LUMO gap ... 6.879 eV